C6H27NO8 | ωB97M-V/def2-TZVPD

Computed properties:
HOMO energy: -8.46 eV
ΔE to the lowest compared entry with this formula, charge and spin: 4.027 eV
Max |F|: 3.61 eV Å⁻¹
2S+1: 1
Net charge: 0
E_tot: -901.3793 Eh
LUMO: 0.22 eV
SMILES string: COC[C@H](C)N.OCCO.O.O.O.O.O

Geometry as XYZ:
```
42
Properties=species:S:1:pos:R:3:mulliken_charge:R:1
C -0.33 4.89 -2.25 -0.730
O 0.04 3.52 -2.29 -0.390
C -0.84 2.70 -1.45 0.268
C -0.62 2.82 0.10 0.138
C 0.88 2.72 0.62 -1.271
N -1.29 1.74 0.74 -0.450
H -1.18 5.08 -2.89 0.297
H 0.47 5.56 -2.57 0.293
H -0.46 5.27 -1.23 0.284
H -1.88 2.95 -1.64 0.351
H -0.64 1.65 -1.67 -0.408
H -1.16 3.71 0.45 0.409
H 1.17 3.73 0.32 0.381
H 1.60 2.01 0.20 0.253
H 0.98 2.84 1.70 0.414
H -1.36 1.65 1.75 0.290
H -0.74 0.94 0.45 -0.070
O 0.86 -3.09 1.35 -0.525
C 1.62 -3.44 2.59 -0.530
C 1.03 -4.72 3.05 -0.287
O 1.74 -5.78 2.56 -0.534
H 1.36 -3.60 0.70 0.255
H 2.68 -3.50 2.32 0.318
H 1.61 -2.67 3.36 0.343
H 0.09 -4.93 2.55 0.282
H 0.86 -4.69 4.13 0.282
H 1.15 -6.54 2.52 0.330
O 0.09 -0.69 -2.90 -0.597
H -0.25 -1.23 -3.61 0.263
H 0.60 -0.01 -3.34 0.257
O -2.77 0.03 -2.04 -0.676
H -2.61 0.35 -1.15 0.345
H -1.91 -0.28 -2.33 0.351
O -0.20 -0.92 -0.17 -0.535
H 0.09 -1.01 -1.08 0.131
H 0.08 -1.73 0.25 0.477
O -3.37 -1.20 0.89 -0.625
H -3.49 -2.04 0.45 0.314
H -2.42 -1.08 0.96 0.282
O 3.02 -0.41 -0.81 -0.608
H 3.42 -0.17 0.03 0.307
H 2.08 -0.46 -0.63 0.320
```